1.
{"formula": "C28H53CaN11SeTe", "method": "ωB97M-V with the def2-TZVPD basis set", "species": ["Te", "Se", "Ca", "N", "N", "N", "N", "N", "N", "N", "N", "N", "N", "N", "C", "C", "C", "C", "C", "C", "C", "C", "C", "C", "C", "C", "C", "C", "C", "C", "C", "C", "C", "C", "C", "C", "C", "C", "C", "C", "C", "C", "H", "H", "H", "H", "H", "H", "H", "H", "H", "H", "H", "H", "H", "H", "H", "H", "H", "H", "H", "H", "H", "H", "H", "H", "H", "H", "H", "H", "H", "H", "H", "H", "H", "H", "H", "H", "H", "H", "H", "H", "H", "H", "H", "H", "H", "H", "H", "H", "H", "H", "H", "H", "H"], "positions_angstrom": [[0.7905, 3.1649, -1.6297], [1.1745, -4.5204, -1.5352], [-0.0304, 0.4965, -0.1249], [-1.8930, 1.7286, 4.2692], [2.0847, -0.6738, -1.2988], [-3.3403, -2.6427, -1.1696], [3.9925, -1.5264, -2.5095], [-2.5579, 2.5433, 2.2049], [2.0481, -0.9067, -3.6152], [-1.7810, -1.0867, -0.2929], [-0.5951, 1.3025, 2.2910], [-0.7975, -3.1184, -3.3770], [0.7789, -1.1694, 1.4371], [-3.0372, -0.5776, -2.1805], [4.9294, -0.9014, -3.4222], [-2.6686, -1.4521, -1.1872], [2.6885, -1.0691, -2.3981], [2.2181, -1.8368, -4.7260], [-0.0437, -3.6514, -2.6665], [3.6430, 3.6821, -0.4718], [-0.1915, -2.2543, 1.1807], [4.5924, -2.4447, -1.5848], [-2.3907, 2.8850, 4.9941], [4.5816, 3.9256, 0.5292], [-1.6796, 0.5619, 5.0628], [4.1848, 4.0482, 1.8584], [-2.7935, -3.9151, -0.7662], [0.9152, -0.0347, -3.7646], [1.8959, 3.6400, 1.2217], [0.5157, 0.7848, 3.0449], [-3.0742, 0.8724, -2.0322], [2.2837, 3.5227, -0.1509], [-3.9795, 2.4890, 2.5267], [2.8512, 3.9573, 2.1883], [-1.6492, 1.7977, 2.9247], [2.1590, -1.5787, 1.0230], [-2.1723, 3.5025, 1.1836], [-4.7603, -2.7237, -1.4362], [0.6784, -0.7234, 2.8533], [2.7921, -0.6642, -0.0084], [-1.6271, -1.7630, 1.0037], [-3.2358, -1.0754, -3.5473], [1.0901, 0.5787, -4.6780], [-3.2073, -4.2472, 0.2040], [3.8588, -3.0978, -1.1026], [-4.3700, 3.4712, 2.9091], [-3.0709, -4.6792, -1.5011], [-2.3235, -2.5962, 1.1042], [-0.2001, -1.2482, 3.2728], [0.8407, 3.5274, 1.4826], [-4.1866, 1.6999, 3.2682], [0.4075, 1.0263, 4.1227], [2.8390, -1.6338, 1.8885], [-0.1960, -2.9772, 2.0247], [2.9994, -2.5711, -4.4971], [3.8437, -0.9926, -0.0742], [-2.1599, 1.4035, -2.3993], [-2.5090, 0.4078, 5.7773], [-3.2278, 1.1116, -0.9669], [4.9488, 4.1550, 2.6540], [-1.3763, 3.0651, 0.5584], [-3.3555, 2.7083, 5.5209], [-5.3301, -2.9056, -0.5056], [-1.5816, -0.3273, 4.4351], [0.8292, 0.6502, -2.8965], [-5.0040, -3.5562, -2.1178], [-1.8662, -1.0365, 1.7986], [-3.9314, 1.2943, -2.5539], [-0.7905, 0.6586, 5.7257], [-2.5211, 3.7111, 4.2851], [-3.0493, 3.7243, 0.5523], [-5.0784, -1.7810, -1.8921], [5.1940, -1.9304, -0.7972], [2.5224, 4.1574, 3.2174], [-3.0704, -0.2313, -4.2470], [-1.8009, 4.4392, 1.6595], [-4.2643, -1.4583, -3.6858], [-1.6500, 3.1960, 5.7430], [5.5098, -1.6830, -3.9805], [-1.6894, -3.8796, -0.7032], [5.6577, -0.3193, -2.8346], [-4.5563, 2.2355, 1.6165], [2.1287, -2.6077, 0.6264], [0.0800, -2.7812, 0.2509], [-2.5295, -1.9209, -3.6819], [3.9466, 3.6322, -1.5073], [2.7915, 0.3866, 0.3139], [5.2490, -3.1244, -2.1803], [2.4389, -1.2750, -5.6464], [-0.0269, -0.6048, -3.8750], [5.6323, 4.0194, 0.2469], [1.4179, 1.3190, 2.7094], [1.2636, -2.3983, -4.8639], [1.5265, -1.0836, 3.4329], [4.4070, -0.2260, -4.1144]], "atomic_forces_ev_per_a": [[0.0711, 0.0329, 0.2337], [-0.7944, 0.4669, -0.7770], [0.4752, 0.3726, -0.7021], [-0.5827, 0.1748, 0.2193], [0.0636, -0.8258, -0.0371], [-0.3468, -0.3978, -0.2754], [-0.4113, -0.1831, 0.0335], [-0.7294, -0.3325, 0.4331], [0.5383, -0.2988, 0.6867], [-0.1709, 0.3292, -0.2748], [-1.8015, 0.2936, 0.1576], [0.3230, -0.2349, 0.3726], [0.3739, -0.2204, 0.3149], [-0.1671, 0.2842, -0.3941], [0.2828, -0.2227, -0.2080], [0.1665, 0.4448, 0.8726], [-0.8944, 0.9661, 0.1373], [-0.4348, -0.3517, 0.2158], [0.6509, -0.3154, 0.4108], [-0.5557, 0.0721, 0.4070], [-0.4483, -0.6755, 0.0274], [0.7330, -0.6699, 0.0974], [-0.1763, 0.4094, -0.0291], [0.0365, -0.1167, -0.1838], [0.4104, -0.6159, 1.1145], [1.2052, -0.0392, 0.2908], [0.8367, -0.3098, 0.4103], [-0.4109, 0.5691, 0.0207], [0.5325, 0.2492, -1.1228], [0.3576, 0.2933, 0.6358], [0.6453, -0.0333, 0.8726], [-0.2572, -0.0525, 1.1182], [-0.3789, 0.3051, 0.1061], [-0.9781, -0.1638, 0.3958], [1.3721, 0.1986, -1.4785], [-0.0407, -0.3658, 0.3033], [0.4452, -0.1586, -0.0649], [-0.3632, 0.3348, -0.2425], [-0.4857, -0.3327, 0.0122], [0.4598, 0.0823, -0.9227], [-0.2813, 0.2612, -0.3418], [-0.0670, -0.4875, 0.1597], [-0.3299, -0.2441, 0.5082], [0.1292, 0.1145, -0.2135], [-0.1007, 0.2998, -0.1312], [0.3028, -0.7856, -0.2320], [0.1620, 0.1762, -0.0298], [0.1410, 0.0406, 0.1818], [0.3075, 0.3847, -0.0774], [0.3384, 0.1237, -0.0177], [0.1624, 0.4199, -0.2580], [0.3547, -0.2775, -0.5409], [-0.3245, 0.2293, -0.0079], [0.2492, 0.1267, -0.3939], [-0.1461, 0.3214, -0.1547], [-0.5070, 0.5780, 0.0412], [-0.4808, -0.4274, 0.2147], [-0.0042, 0.0710, -0.5187], [0.2495, -0.0167, -0.2758], [-0.5840, 0.2034, -0.6132], [-0.3090, 0.5688, 0.0984], [0.5202, -0.1007, -0.4033], [0.2212, 0.1499, -0.2192], [-0.0057, 0.1900, 0.1901], [0.2153, -0.4221, -0.7101], [0.2454, 0.3060, 0.0916], [-0.0421, -0.1276, -0.1423], [-0.0501, -0.1619, -0.2217], [-0.2754, -0.1626, -0.4401], [0.0215, -0.1765, 0.3409], [0.4477, -0.0611, 0.2410], [-0.2166, -0.3143, 0.2682], [-0.0155, -0.4815, -0.5665], [0.1958, -0.3020, -0.3687], [0.0955, -0.6872, 0.3170], [-0.2108, -0.4185, -0.4527], [0.3154, 0.2908, -0.1619], [-0.1193, -0.0696, -0.0599], [-0.5527, 0.6318, 0.2644], [-0.6346, -0.0748, -0.0710], [-0.0576, 0.0049, -0.2207], [0.2649, 0.1530, 0.3294], [-0.1333, 0.4074, -0.0639], [0.1331, 0.1083, 0.4385], [-0.3861, 0.6823, -0.4060], [0.0645, -0.0632, -0.0627], [0.1453, -0.0144, 0.3858], [-0.2366, 0.4455, 0.5387], [0.0842, -0.2350, 0.1695], [0.3240, 0.1092, 0.0020], [-0.2631, -0.0329, 0.1850], [-0.0049, -0.2414, 0.0040], [0.6099, 0.3650, 0.0065], [0.2554, 0.0008, -0.0115], [0.2310, -0.3402, 0.2253]], "mulliken_charge": [-0.142, -0.327, 1.570, 0.423, 0.465, 0.586, 0.622, 0.629, 0.412, 0.225, 0.664, -0.717, 1.023, 0.539, -1.155, -0.520, -0.443, -1.137, 0.255, -0.416, -0.092, -0.993, -1.203, -0.486, -1.002, -0.463, -0.984, -0.490, -0.010, -0.787, -1.295, -0.324, -1.228, -0.438, -0.496, -1.215, -0.610, -1.267, -1.297, -0.204, -0.580, -1.069, 0.387, 0.333, 0.130, 0.372, 0.338, 0.515, 0.173, 0.411, 0.342, 0.352, 0.400, 0.322, 0.316, 0.277, 0.312, 0.349, 0.324, 0.320, -0.065, 0.325, 0.316, 0.179, -0.399, 0.297, -0.104, 0.424, 0.295, 0.322, 0.372, 0.414, 0.317, 0.356, 0.439, 0.170, 0.301, 0.385, 0.299, 0.052, 0.346, 0.360, 0.336, -0.653, 0.345, 0.411, -0.237, 0.327, 0.280, 0.201, 0.366, 0.098, 0.370, 0.436, 0.329], "energy_ev": -137365.855, "gap_ev": 6.66, "e_lumo_ev": 0.10, "de_lowest_kj_mol": 0.0, "charge": 0}

2.
{"formula": "C22H37F10IN5O3S2", "method": "ωB97M-V with the def2-TZVPD basis set", "species": ["I", "S", "S", "F", "F", "F", "F", "F", "F", "F", "F", "F", "F", "O", "O", "O", "N", "N", "N", "N", "N", "C", "C", "C", "C", "C", "C", "C", "C", "C", "C", "C", "C", "C", "C", "C", "C", "C", "C", "C", "C", "C", "C", "H", "H", "H", "H", "H", "H", "H", "H", "H", "H", "H", "H", "H", "H", "H", "H", "H", "H", "H", "H", "H", "H", "H", "H", "H", "H", "H", "H", "H", "H", "H", "H", "H", "H", "H", "H", "H"], "positions_angstrom": [[-1.3100, -1.2908, 2.5545], [-1.5650, 3.2390, -1.4308], [-0.8903, -2.9169, -4.3361], [-0.2941, -4.3329, -4.8259], [-3.4767, -0.0484, 0.1920], [-2.3250, -4.7513, -3.1287], [0.4860, -2.4426, -3.6220], [-0.3374, -2.2614, -5.7296], [-1.5880, -1.4595, -3.9958], [-2.2769, -3.3103, -5.1280], [0.4296, -4.8215, -2.1330], [-1.3383, -4.9763, -0.8626], [-2.5872, -2.7619, -2.3099], [-1.3455, 6.0660, 5.1457], [-0.6064, 1.3520, 4.2252], [4.8572, -3.2897, -6.5865], [0.6415, 1.7626, -0.7153], [1.4656, 0.9027, -0.1759], [0.8437, 0.9700, 5.8879], [-0.1451, 4.6630, 3.8831], [3.9674, -3.4944, -8.6305], [-0.6942, 1.9219, -0.5352], [-2.8881, 1.1573, 0.6641], [-0.2740, 7.0346, 3.2401], [-0.3581, 1.3917, 5.4313], [0.9435, 0.0654, 0.7162], [1.8890, -0.9373, 1.4132], [-1.3567, 1.9008, 6.4367], [2.5364, -2.7489, -6.7781], [2.9251, -3.4442, -9.6371], [0.7032, 4.2646, 2.7822], [-1.6333, -3.6204, -2.7638], [-3.2925, 1.5079, 2.1521], [3.8756, -3.1948, -7.3075], [-0.6132, -4.0659, -1.6483], [1.7930, -2.4285, 0.8937], [-0.5097, 0.0338, 1.1063], [-0.1843, -2.9320, -0.6657], [-4.6763, 0.7800, 2.4300], [-0.6365, 5.9024, 4.1669], [-1.3649, 1.0222, 0.4249], [1.3231, 0.9376, 7.2584], [1.3555, -2.5952, -0.6154], [-2.5061, 1.2486, 2.8954], [2.2190, -1.8321, -7.2786], [-4.4331, -0.2919, 2.6536], [1.5757, -0.0925, 7.5134], [-0.7378, 7.9514, 3.5966], [0.9488, 5.0993, 2.1311], [-0.6412, 6.8298, 2.2325], [-0.9550, 2.7700, 6.9609], [-0.7187, -1.9816, -0.9499], [4.8919, -3.7847, -8.9120], [1.5020, -1.6590, -1.2214], [1.6222, 3.8408, 3.1928], [1.9742, -3.1200, -9.2241], [0.8081, 7.1774, 3.2245], [-0.5654, -3.1669, 0.3606], [2.8103, -4.4400, -10.0691], [-5.3643, 0.8260, 1.5462], [2.6211, -2.5458, -5.7125], [2.2232, 1.5501, 7.3256], [-3.5296, 2.6056, 2.1720], [-1.2428, 2.9491, -2.7408], [2.8318, -2.8535, 0.9684], [3.2329, -2.7513, -10.4224], [0.5817, 1.3100, 7.9588], [2.9342, -0.5567, 1.3324], [1.4592, 0.6440, 5.1576], [-2.2664, 2.2005, 5.9200], [2.0286, -3.3571, -1.0659], [1.0630, 2.4221, -1.3813], [1.7932, -3.5346, -6.9240], [1.6247, -0.9548, 2.5072], [-3.3413, 1.9599, 0.0247], [0.1797, 3.4946, 2.2076], [-5.2410, 1.2601, 3.2697], [-0.4300, 3.9582, 4.5461], [1.1868, -3.0390, 1.6116], [-1.6072, 1.1139, 7.1499]], "atomic_forces_ev_per_a": [[0.5730, 0.5565, -1.0087], [0.5901, -0.6253, 0.0410], [-1.3204, 1.1394, -3.3388], [0.0320, 1.2807, 1.1590], [0.7443, 0.7024, 0.5325], [1.1041, 1.1823, 0.1380], [-1.0720, -0.6496, -0.3183], [-0.4963, -0.6213, 1.6609], [1.2843, -1.0382, -0.3089], [1.3284, 0.5918, 0.7854], [-1.0983, 1.2357, -0.0690], [0.3836, 0.9089, -0.9196], [1.4296, -0.7823, 0.0417], [0.0710, -0.0261, -0.1076], [0.0529, 0.1789, -0.0978], [-0.1550, 0.0600, 0.0560], [-1.5376, 1.4145, -0.8760], [-0.7545, -0.9972, 1.1661], [-0.5036, 0.1745, -0.1193], [-0.0159, 0.3395, -0.1044], [-0.2347, 0.1325, 0.3176], [-0.3824, -1.7098, 1.0049], [-0.2483, 0.3490, 0.0859], [-0.0062, 0.0626, -0.0020], [0.2190, -0.1435, 0.0303], [-1.1293, -1.1845, 1.3782], [-0.0872, 0.2333, 0.2193], [-0.0858, 0.0221, -0.1305], [-0.0455, 0.0231, 0.0420], [0.5072, -0.1585, -0.1374], [-0.1955, -0.3281, 0.4250], [-1.6005, -1.9887, 0.2514], [-1.3277, -0.0972, -0.6958], [0.4786, -0.1049, 0.0579], [-0.1194, -0.7463, 2.0945], [1.0779, 0.0790, -0.3077], [-0.0144, 2.5153, -2.0138], [0.2985, 0.8045, -0.5404], [0.3994, -0.0617, 0.1327], [-0.2470, 0.0357, 0.3615], [1.6865, -0.2849, 0.0310], [0.3544, -0.1681, -0.2743], [-0.3246, 0.0856, 0.5252], [-0.6893, 0.3752, -0.5160], [-0.1564, -0.1068, -0.0404], [-0.6404, 0.9296, -0.1287], [-0.0016, 0.0827, 0.2094], [-0.0162, -0.1374, 0.0691], [-0.0492, 0.0270, 0.1108], [0.1582, 0.0393, -0.0412], [-0.0618, -0.0837, 0.1310], [0.3120, -0.9868, 0.1404], [-0.0634, 0.0102, -0.0024], [0.1663, -0.8116, 0.7327], [0.1100, -0.0260, -0.2969], [0.0906, -0.0148, 0.0526], [-0.0288, -0.0082, -0.1646], [0.3320, -0.2344, -1.1380], [-0.2183, 0.0900, -0.1042], [0.7783, -0.0949, 0.6850], [0.1400, -0.0676, -0.0771], [-0.0438, -0.0151, 0.2222], [0.6986, -0.8711, 0.0315], [0.0916, -0.1979, 0.9522], [-0.9346, 0.5032, 0.0824], [-0.2421, -0.0139, -0.0841], [-0.0104, -0.0048, -0.1203], [-0.8482, -0.2422, -0.1306], [0.0255, 0.0184, 0.0922], [0.1060, -0.0243, -0.0428], [-0.8795, 0.3234, 0.1901], [0.0959, -0.4456, 0.3810], [-0.0869, 0.1394, -0.0765], [0.2515, 0.2307, -1.0057], [0.7007, -0.8249, 0.3777], [0.1834, -0.0462, -0.1683], [0.7752, -0.5180, -0.5320], [0.0056, -0.0488, -0.1504], [0.2779, 0.5403, -0.9138], [0.0591, 0.1236, 0.1060]], "mulliken_charge": [0.193, -0.227, 1.287, -0.289, -0.347, -0.266, -0.271, -0.293, -0.333, -0.320, -0.277, -0.351, -0.218, -0.637, -0.227, -0.662, 0.379, -0.936, -0.149, -0.037, -0.158, -0.154, -0.522, -1.314, 0.692, 1.468, -0.891, -1.548, -0.961, -0.763, -0.704, 0.455, 0.273, 0.508, 0.784, -0.951, -0.801, -0.437, -1.146, 0.854, 1.110, -0.986, -0.640, -0.298, 0.379, 0.230, 0.317, 0.302, 0.424, 0.332, 0.462, 0.021, 0.228, 0.231, 0.242, 0.298, 0.363, 0.406, 0.276, 0.315, 0.251, 0.314, 0.372, 0.224, 0.365, 0.276, 0.384, 0.456, 0.182, 0.273, 0.688, 0.279, 0.324, 0.073, 0.497, 0.101, 0.371, 0.009, 0.374, 0.471], "energy_ev": -93943.908, "gap_ev": 5.83, "e_lumo_ev": -4.99, "charge": 1}